Entry 1:
C5H9NO2 | ωB97M-V/def2-TZVPD

Geometry (Å):
C  1.5261  2.2592  -0.4713
N  1.0597  1.7775  0.7389
C  0.3692  0.4368  0.7109
C  0.5160  -0.4167  -0.6029
O  0.8991  -1.8064  -0.6517
C  -0.8777  0.1450  -0.3638
C  -2.1285  -0.6777  0.2625
O  -1.8295  -2.0008  0.4767
H  0.8773  1.7815  -1.4288
H  2.5646  1.6684  -0.4468
H  1.3785  3.4133  -0.4541
H  1.8164  1.7189  1.3252
H  0.0831  -0.1067  1.6632
H  1.2426  0.3387  -1.2584
H  0.2230  -2.1257  0.1793
H  -1.3518  0.9170  -1.0004
H  -3.2392  -0.0697  0.4365

Force components x, y, z for each atom (eV/Å):
0.5 -0.6 -3.5
-5.3 -2.4 1.6
-1.1 -0.7 -2.0
2.1 1.5 0.4
-3.6 1.0 3.7
-1.7 0.1 1.5
3.3 -5.1 -0.1
-2.7 7.8 -0.6
1.7 2.1 2.5
-1.2 2.5 -1.7
1.2 -2.0 -0.5
1.7 -0.3 2.1
0.9 1.1 -1.0
-2.4 -3.2 1.1
2.5 0.4 -3.5
0.9 -0.1 0.3
3.1 -2.1 -0.4

## Properties
largest force on an atom	8.3	eV/Å
gap between HOMO and LUMO	8.355	eV
E_tot	-10909.3651	eV
energy relative to the best compared isomer or geometry (same formula, charge and spin)	166.3	kcal/mol
E_LUMO	-0.004	Ha
SMILES	CN[C@@H]1[C@@H](O)[C@H]1C=O
E_HOMO	-8.46	eV
net charge	0

Entry 2:
C5H9NO2 | ωB97M-V/def2-TZVPD

Geometry (Å):
H  -0.5462  -1.1982  1.5117
N  0.4299  -1.4792  1.5663
C  1.2543  -0.6545  1.0894
O  1.2693  0.1059  -0.0689
C  2.4817  0.2852  -0.7758
H  2.2906  -0.9382  1.3114
H  2.8088  -0.6525  -1.2321
H  2.2811  1.0264  -1.5480
H  3.2746  0.6807  -0.1342
C  -2.3557  -0.3274  -0.7505
C  -1.4364  0.7494  -0.2603
C  -1.4631  1.2972  0.9440
O  -1.9010  1.8576  1.8783
H  -1.9568  -1.3146  -0.5196
H  -3.3383  -0.2279  -0.2905
H  -2.4835  -0.2522  -1.8306
H  -0.6092  1.0423  -0.8908

Force components x, y, z for each atom (eV/Å):
-0.2 -0.4 -0.9
-0.9 1.9 1.3
2.9 -2.5 -2.3
-1.6 0.4 1.1
0.4 0.0 0.4
0.2 0.6 0.4
0.0 0.0 0.0
-0.1 -0.1 0.0
0.0 -0.1 0.0
-0.2 -0.1 0.4
1.0 0.8 0.1
-2.7 0.2 -0.7
1.3 -0.4 0.1
-0.1 -0.2 -0.1
-0.1 -0.1 0.0
0.1 0.1 0.1
0.0 -0.1 0.1

## Properties
largest force on an atom	4.5	eV/Å
gap between HOMO and LUMO	9.249	eV
E_tot	-10912.9041	eV
energy relative to the best compared isomer or geometry (same formula, charge and spin)	84.7	kcal/mol
E_LUMO	0.028	Ha
SMILES	[H]/N=C\OC.CC=C=O
E_HOMO	-8.49	eV
net charge	0

Entry 3:
C5H9NO2 | ωB97M-V/def2-TZVPD

Geometry (Å):
C  0.4825  -1.2007  1.6687
C  0.4692  -1.3833  0.1441
O  0.5663  -2.4388  -0.3653
N  0.4399  -0.3130  -0.6636
C  -0.0896  -0.4076  -2.0283
C  0.3288  1.3169  0.0181
C  -0.8619  1.8750  0.6101
O  -0.4931  2.1044  -0.7100
H  0.9282  -0.3224  2.1749
H  -0.5882  -1.0478  1.8503
H  0.7602  -2.2396  1.9944
H  -0.8618  -1.1339  -1.9893
H  -0.3632  0.5192  -2.3554
H  0.7459  -0.8531  -2.7763
H  1.2810  1.6606  0.3194
H  -1.8573  1.2158  0.6739
H  -0.8869  2.6484  1.4345

Force components x, y, z for each atom (eV/Å):
-1.0 -0.9 -0.4
1.4 3.1 1.4
-0.3 -4.1 -1.0
-0.8 5.9 1.3
3.9 -3.3 0.0
0.0 -4.8 -1.1
-4.0 -2.0 2.3
0.3 1.9 -1.4
0.4 -0.7 -0.6
-0.1 -0.3 0.4
0.0 1.4 0.4
-1.0 -0.5 -0.4
-0.9 2.3 -0.9
-1.8 1.1 1.7
1.1 0.2 -0.1
2.4 1.2 0.0
0.5 -0.4 -1.4

## Properties
largest force on an atom	6.1	eV/Å
gap between HOMO and LUMO	10.029	eV
E_tot	-10912.7729	eV
energy relative to the best compared isomer or geometry (same formula, charge and spin)	87.7	kcal/mol
E_LUMO	0.028	Ha
SMILES	CC(=O)N(C)[C@@H]1CO1
E_HOMO	-9.28	eV
net charge	0

Entry 4:
C5H9NO2 | ωB97M-V/def2-TZVPD

Geometry (Å):
C  -2.0259  0.0879  0.5697
C  -1.1470  -0.9069  -0.1185
C  0.1376  -0.7283  -0.4362
O  0.8904  -1.7271  -1.0165
C  0.8795  0.5654  -0.3563
N  0.2775  1.7387  -0.8052
C  1.8997  0.5282  0.5201
O  2.6373  -0.5478  0.9074
H  -2.7380  -0.4307  1.2068
H  -1.4474  0.7738  1.1826
H  -2.6107  0.6639  -0.1507
H  -1.6173  -1.8468  -0.3870
H  0.3588  -2.5301  -1.0913
H  -0.6974  1.6635  -1.0435
H  0.5048  2.5591  -0.2594
H  2.3292  1.4468  0.9035
H  2.3689  -1.3096  0.3744

Force components x, y, z for each atom (eV/Å):
0.0 0.0 -0.1
0.3 0.0 0.0
-0.6 0.4 -1.4
0.2 -0.1 0.0
-0.2 -1.5 2.2
0.1 0.4 -0.4
0.6 1.0 -0.8
-0.4 -0.3 0.1
0.0 0.0 0.1
0.0 0.1 0.1
-0.1 0.1 0.0
0.1 -0.2 0.1
0.0 0.1 0.1
0.0 0.0 0.2
-0.2 -0.1 -0.1
0.1 0.1 0.0
0.0 0.0 0.0

## Properties
largest force on an atom	2.6	eV/Å
gap between HOMO and LUMO	8.226	eV
E_tot	-10914.4505	eV
energy relative to the best compared isomer or geometry (same formula, charge and spin)	49.0	kcal/mol
E_LUMO	0.029	Ha
SMILES	C/C=C(O)\C(N)=C/O
E_HOMO	-7.44	eV
net charge	0

Entry 5:
C5H9NO2 | ωB97M-V/def2-TZVPD

Geometry (Å):
C  1.8631  -0.2868  0.1843
C  0.6063  0.0495  -0.5976
C  0.1007  1.4882  -0.3014
O  0.7528  2.4394  -0.4520
N  -1.2449  1.4539  0.1371
C  -1.5180  0.0746  0.5265
C  -0.6504  -0.8246  -0.3768
O  -0.4481  -2.0528  0.2920
H  2.6076  -0.6758  -0.4855
H  2.2659  0.6175  0.6093
H  1.7037  -1.0144  0.9628
H  0.7653  0.0716  -1.6690
H  -1.7936  1.7427  -0.6696
H  -1.2176  -0.0037  1.5571
H  -2.5470  -0.2270  0.4322
H  -1.1043  -0.9988  -1.3289
H  -0.1415  -1.8537  1.1794

Force components x, y, z for each atom (eV/Å):
-0.1 0.2 -0.5
-0.9 0.2 0.1
-0.9 -3.3 0.3
1.6 3.0 -0.5
-0.4 0.1 -0.5
0.0 0.0 -1.2
0.8 0.6 2.1
0.0 -0.4 -0.7
0.4 -0.3 -0.2
0.2 0.3 0.3
-0.1 -0.2 0.3
0.6 0.0 -0.2
-0.3 0.3 0.4
0.2 -0.4 0.5
-0.5 0.3 0.1
-0.5 -0.4 -0.4
0.0 0.0 0.1

## Properties
largest force on an atom	3.4	eV/Å
gap between HOMO and LUMO	10.339	eV
E_tot	-10915.6116	eV
energy relative to the best compared isomer or geometry (same formula, charge and spin)	22.2	kcal/mol
E_LUMO	0.025	Ha
SMILES	C[C@@H]1C(=O)NC[C@@H]1O
E_HOMO	-9.66	eV
net charge	0

Entry 6:
C5H9NO2 | ωB97M-V/def2-TZVPD

Geometry (Å):
C  -0.5764  1.4684  0.9808
C  -1.1023  1.0843  -0.3934
C  0.1195  0.5849  -1.2164
C  1.0172  -0.1804  -0.2519
C  -0.2378  -1.9412  0.6383
N  0.3266  0.8431  1.4462
O  2.2868  0.2300  -0.3584
O  0.9291  -1.5486  -0.1295
H  -1.2036  2.0938  1.6370
H  -1.9092  0.3611  -0.2916
H  -1.5896  1.9307  -0.7864
H  -0.0126  0.1631  -2.3000
H  0.6243  1.5543  -1.4342
H  -0.1008  -2.8196  1.1623
H  -1.0501  -2.2068  -0.1397
H  -0.4568  -1.2174  1.3589
H  2.9358  -0.3998  0.0781

Force components x, y, z for each atom (eV/Å):
-4.1 0.8 -1.7
0.0 -0.4 -0.4
-0.4 1.3 -0.8
-0.4 1.1 1.1
-1.1 -0.3 -3.7
5.4 -3.8 0.2
1.5 -1.1 0.3
-0.4 0.8 1.2
0.1 0.4 -0.3
0.0 -0.4 0.2
-0.4 1.1 -1.1
-0.2 0.1 2.4
0.2 -0.8 0.2
1.1 -2.0 0.8
0.8 0.9 1.4
-0.7 1.3 0.7
-1.5 0.9 -0.6

## Properties
largest force on an atom	6.6	eV/Å
gap between HOMO and LUMO	8.841	eV
E_tot	-10912.7433	eV
energy relative to the best compared isomer or geometry (same formula, charge and spin)	88.4	kcal/mol
E_LUMO	0.033	Ha
E_HOMO	-7.94	eV
net charge	0

Entry 7:
C5H9NO2 | ωB97M-V/def2-TZVPD

Geometry (Å):
C  -1.2658  -2.1609  -0.6176
C  -0.7283  -1.0060  -1.4166
C  0.5417  -0.8305  -0.5673
C  0.8141  0.3122  0.1525
C  0.0986  1.5649  0.0028
O  -0.6893  1.8675  -0.8665
O  0.2389  2.5104  0.9988
N  1.1642  2.2161  2.0580
H  -1.7957  -1.8764  0.2852
H  -1.7558  -2.9229  -1.2166
H  -0.0778  -2.3288  -0.0487
H  -0.4562  -1.3059  -2.4280
H  -1.3609  -0.1255  -1.3681
H  1.3626  -1.4667  -0.8850
H  1.5975  0.3079  0.8941
H  1.7266  3.0613  2.1264
H  0.5858  2.1832  2.8965

Force components x, y, z for each atom (eV/Å):
3.0 -0.3 1.7
0.8 0.5 0.9
0.3 4.1 -1.9
0.3 -2.1 -0.3
-1.7 0.3 0.3
0.7 -0.1 0.3
0.4 0.2 0.1
-0.1 -0.1 -0.1
-0.5 0.2 -0.2
0.3 -0.5 0.4
-3.6 -1.8 -1.0
-0.2 0.2 0.0
0.1 0.0 -0.5
-0.2 -0.6 0.9
0.3 0.0 -0.3
-0.1 -0.1 -0.1
0.0 0.0 -0.2

## Properties
largest force on an atom	4.6	eV/Å
gap between HOMO and LUMO	9.590	eV
E_tot	-10911.9562	eV
energy relative to the best compared isomer or geometry (same formula, charge and spin)	106.5	kcal/mol
E_LUMO	0.010	Ha
SMILES	CC/C=C\C(=O)ON
E_HOMO	-9.31	eV
net charge	0

Entry 8:
C5H9NO2 | ωB97M-V/def2-TZVPD

Geometry (Å):
C  -0.5966  0.5056  -0.5497
C  -0.2269  1.9833  -0.4557
C  0.4886  -1.9433  -0.1708
C  -1.6823  0.1720  0.3385
C  0.6029  -0.4585  0.1275
O  -0.4815  -0.3743  1.5583
N  1.7865  0.0963  0.2148
O  -2.7930  -0.1376  0.4829
H  0.0573  0.2398  2.0863
H  -0.8690  0.2220  -1.5703
H  2.5349  -0.5257  -0.0796
H  0.8511  2.1517  -0.4784
H  -0.6247  2.5694  -1.2860
H  -0.4953  2.4466  0.4937
H  1.0027  -2.4866  0.6244
H  0.9911  -2.1722  -1.1130
H  -0.5459  -2.2886  -0.2229

Force components x, y, z for each atom (eV/Å):
1.4 -0.3 0.0
0.4 0.8 0.0
-0.2 0.1 0.0
-0.2 -1.5 1.4
0.9 0.6 -2.5
-1.0 0.1 0.6
-1.4 0.3 -0.2
1.5 0.7 0.1
-0.5 0.2 0.0
0.1 0.0 0.0
-0.2 -0.3 0.7
0.1 -0.7 -0.2
-0.4 -0.1 0.2
-0.4 -0.1 0.0
-0.1 0.0 -0.1
-0.1 0.1 0.0
0.0 -0.1 0.0

## Properties
largest force on an atom	2.7	eV/Å
gap between HOMO and LUMO	8.572	eV
E_tot	-10912.8151	eV
energy relative to the best compared isomer or geometry (same formula, charge and spin)	86.7	kcal/mol
E_LUMO	0.009	Ha
E_HOMO	-8.33	eV
net charge	0

Entry 9:
C5H9NO2 | ωB97M-V/def2-TZVPD

Geometry (Å):
C  0.6795  0.3847  0.4059
C  -1.2323  -1.5325  1.1710
C  1.8802  0.8744  -0.6807
C  2.3992  -0.1711  -1.6010
C  -1.7618  0.6355  0.5891
N  -0.6778  -0.3772  0.5954
O  0.4376  1.5357  1.1213
O  2.2921  1.9932  -0.4835
H  -0.6321  -2.4194  1.2195
H  -2.1379  -1.4193  1.7170
H  1.6969  -0.9933  -1.7012
H  3.3362  -0.5528  -1.1924
H  2.6123  0.2666  -2.5754
H  -1.9844  1.0010  1.5936
H  -1.5015  1.4864  -0.0360
H  -2.6559  0.1678  0.1736
H  0.9782  2.2519  0.7280

Force components x, y, z for each atom (eV/Å):
-0.8 1.0 0.9
2.9 0.7 -1.2
-2.5 -1.9 1.7
0.2 0.2 -0.2
-0.3 0.3 -0.3
0.4 1.2 -0.7
0.3 -0.6 -0.2
0.0 -0.5 -0.4
0.1 -0.2 0.1
-0.5 0.1 0.1
-0.1 0.0 0.0
0.0 0.0 0.0
0.0 0.0 0.0
0.0 0.0 0.0
-0.1 -0.1 0.1
0.1 0.0 0.0
0.1 -0.2 0.1

## Properties
largest force on an atom	3.6	eV/Å
gap between HOMO and LUMO (alpha / beta)	6.537 / 8.275	eV
E_tot	-10910.9062	eV
energy relative to the best compared isomer or geometry (same formula, charge and spin)	130.7	kcal/mol
E_LUMO (alpha / beta)	-0.010 / 0.028	Ha
E_HOMO (alpha / beta)	-6.81 / -7.51	eV
net charge	0

Entry 10:
C5H9NO2 | ωB97M-V/def2-TZVPD

Geometry (Å):
C  1.1336  -2.0125  -0.8104
C  1.7514  -0.8297  -0.1650
O  2.8697  -0.8394  0.3132
N  1.0462  0.3608  -0.0962
C  -0.3219  0.6227  -0.5135
C  -1.3147  0.5290  0.6765
C  -1.6906  1.9193  1.1736
O  -1.0455  2.4367  2.0444
H  0.0499  -1.9240  -0.9088
H  1.2995  -2.0647  -1.8919
H  1.5227  -2.8627  -0.2630
H  1.5447  1.1300  0.3308
H  -0.4671  1.5344  -1.0959
H  -0.6649  -0.1540  -1.1933
H  -2.1765  -0.0475  0.3023
H  -0.9780  -0.0985  1.4938
H  -2.5584  2.2999  0.6033

Force components x, y, z for each atom (eV/Å):
-0.9 0.1 -0.8
0.3 2.0 0.3
0.1 -0.5 -0.1
-0.4 0.2 -0.8
-0.2 -1.2 0.5
-0.9 -0.1 -0.4
0.6 -2.0 -0.2
-0.6 0.7 -0.2
-0.1 -0.5 1.1
1.1 0.0 0.2
-0.4 -0.4 -0.3
0.1 -0.3 0.0
0.4 0.2 0.3
0.4 0.0 -0.2
-0.2 0.7 0.1
0.7 0.2 0.1
0.0 0.9 0.4

## Properties
largest force on an atom	2.1	eV/Å
gap between HOMO and LUMO	10.180	eV
E_tot	-10915.4078	eV
energy relative to the best compared isomer or geometry (same formula, charge and spin)	26.9	kcal/mol
E_LUMO	0.023	Ha
SMILES	CC(=O)NCCC=O
E_HOMO	-9.56	eV
net charge	0

Look up the energy relative to the best compared isomer or geometry (same formula, charge and spin) of the fourth one. 49.0 kcal/mol

Repeat the eighth record exactly.
C5H9NO2 | ωB97M-V/def2-TZVPD

Geometry (Å):
C  -0.5966  0.5056  -0.5497
C  -0.2269  1.9833  -0.4557
C  0.4886  -1.9433  -0.1708
C  -1.6823  0.1720  0.3385
C  0.6029  -0.4585  0.1275
O  -0.4815  -0.3743  1.5583
N  1.7865  0.0963  0.2148
O  -2.7930  -0.1376  0.4829
H  0.0573  0.2398  2.0863
H  -0.8690  0.2220  -1.5703
H  2.5349  -0.5257  -0.0796
H  0.8511  2.1517  -0.4784
H  -0.6247  2.5694  -1.2860
H  -0.4953  2.4466  0.4937
H  1.0027  -2.4866  0.6244
H  0.9911  -2.1722  -1.1130
H  -0.5459  -2.2886  -0.2229

Force components x, y, z for each atom (eV/Å):
1.4 -0.3 0.0
0.4 0.8 0.0
-0.2 0.1 0.0
-0.2 -1.5 1.4
0.9 0.6 -2.5
-1.0 0.1 0.6
-1.4 0.3 -0.2
1.5 0.7 0.1
-0.5 0.2 0.0
0.1 0.0 0.0
-0.2 -0.3 0.7
0.1 -0.7 -0.2
-0.4 -0.1 0.2
-0.4 -0.1 0.0
-0.1 0.0 -0.1
-0.1 0.1 0.0
0.0 -0.1 0.0

## Properties
largest force on an atom	2.7	eV/Å
gap between HOMO and LUMO	8.572	eV
E_tot	-10912.8151	eV
energy relative to the best compared isomer or geometry (same formula, charge and spin)	86.7	kcal/mol
E_LUMO	0.009	Ha
E_HOMO	-8.33	eV
net charge	0

What did the first record say?
C5H9NO2 | ωB97M-V/def2-TZVPD

Geometry (Å):
C  1.5261  2.2592  -0.4713
N  1.0597  1.7775  0.7389
C  0.3692  0.4368  0.7109
C  0.5160  -0.4167  -0.6029
O  0.8991  -1.8064  -0.6517
C  -0.8777  0.1450  -0.3638
C  -2.1285  -0.6777  0.2625
O  -1.8295  -2.0008  0.4767
H  0.8773  1.7815  -1.4288
H  2.5646  1.6684  -0.4468
H  1.3785  3.4133  -0.4541
H  1.8164  1.7189  1.3252
H  0.0831  -0.1067  1.6632
H  1.2426  0.3387  -1.2584
H  0.2230  -2.1257  0.1793
H  -1.3518  0.9170  -1.0004
H  -3.2392  -0.0697  0.4365

Force components x, y, z for each atom (eV/Å):
0.5 -0.6 -3.5
-5.3 -2.4 1.6
-1.1 -0.7 -2.0
2.1 1.5 0.4
-3.6 1.0 3.7
-1.7 0.1 1.5
3.3 -5.1 -0.1
-2.7 7.8 -0.6
1.7 2.1 2.5
-1.2 2.5 -1.7
1.2 -2.0 -0.5
1.7 -0.3 2.1
0.9 1.1 -1.0
-2.4 -3.2 1.1
2.5 0.4 -3.5
0.9 -0.1 0.3
3.1 -2.1 -0.4

## Properties
largest force on an atom	8.3	eV/Å
gap between HOMO and LUMO	8.355	eV
E_tot	-10909.3651	eV
energy relative to the best compared isomer or geometry (same formula, charge and spin)	166.3	kcal/mol
E_LUMO	-0.004	Ha
SMILES	CN[C@@H]1[C@@H](O)[C@H]1C=O
E_HOMO	-8.46	eV
net charge	0